No. 1
112
Properties=species:S:1:pos:R:3:forces:R:3 method="wB97M-V/def2-TZVPD" e_homo_ev=-12.45 de_lowest_kcal_mol=39.5 total_charge=+2
In 0.854 0.100 1.781 -0.1 0.3 1.1
O 0.976 -3.835 3.091 0.1 0.1 0.0
C 1.208 -2.678 2.830 0.1 -0.1 0.0
O 0.341 -1.736 2.662 0.0 0.1 -0.1
C 2.662 -2.241 2.678 0.0 -0.4 0.1
C 3.671 -3.156 2.942 0.1 0.1 0.0
C 4.987 -2.754 2.796 -0.1 0.0 0.0
C 5.245 -1.447 2.400 0.0 0.0 0.0
C 4.186 -0.593 2.162 0.2 0.0 0.0
N 2.917 -0.989 2.295 -0.5 0.5 -0.2
H 3.388 -4.152 3.251 0.0 0.0 0.0
H 5.799 -3.442 2.988 0.0 0.0 0.0
H 6.258 -1.090 2.274 0.0 0.0 0.0
H 4.347 0.432 1.861 0.0 0.0 0.0
C 1.725 0.898 4.945 0.2 0.0 0.2
O 0.717 1.173 3.959 0.1 -0.3 -0.6
C -0.599 1.111 4.401 -0.3 0.0 0.3
C -0.954 1.448 5.684 0.1 0.1 -0.1
C -2.296 1.418 6.064 -0.1 0.1 0.2
Br -2.767 1.909 7.833 0.1 -0.1 -0.2
C -3.263 1.049 5.169 -0.1 -0.1 0.0
C -2.913 0.679 3.862 0.4 0.2 0.2
C -1.559 0.690 3.450 -0.2 0.0 0.0
O -1.213 0.351 2.241 0.2 0.1 -0.2
C -3.938 0.343 2.909 0.0 0.0 -0.1
N -3.721 -0.126 1.679 0.1 0.0 0.0
C -4.920 -0.282 1.010 -0.4 0.0 0.1
C -5.224 -0.721 -0.271 0.0 0.0 0.0
C -6.563 -0.765 -0.613 0.0 0.0 0.0
C -7.563 -0.377 0.286 0.0 0.0 0.1
C -7.262 0.068 1.559 0.0 0.0 0.1
C -5.919 0.107 1.905 0.1 -0.2 -0.4
N -5.264 0.484 3.070 0.0 0.0 0.1
H 1.843 1.747 5.617 0.0 0.0 -0.1
H 2.658 0.742 4.408 0.0 0.0 0.0
H 1.469 0.005 5.516 0.0 0.0 -0.1
H -0.214 1.750 6.412 0.0 0.0 0.0
H -4.294 1.016 5.493 0.0 0.0 0.0
H -2.775 -0.292 1.355 0.1 0.1 0.1
H -4.448 -1.018 -0.963 0.0 0.0 0.0
H -6.854 -1.110 -1.595 0.0 0.0 0.0
H -8.599 -0.431 -0.020 0.0 0.0 0.0
H -8.033 0.370 2.254 0.0 0.0 0.0
H -5.718 0.819 3.902 0.1 0.0 0.0
C 3.155 4.132 0.603 0.0 -0.1 0.0
C 3.757 3.335 -0.564 0.0 0.0 0.1
C 3.412 1.872 -0.232 0.1 0.0 -0.3
O 2.803 1.870 1.074 -0.2 -0.2 0.1
C 3.164 3.100 1.720 0.1 0.2 0.0
H 2.136 4.447 0.371 0.0 0.1 0.0
H 3.737 5.016 0.854 0.0 0.0 0.0
H 4.836 3.472 -0.599 0.0 0.0 0.0
H 3.348 3.638 -1.526 0.0 0.0 0.0
H 4.309 1.246 -0.218 0.0 0.0 0.0
H 2.701 1.434 -0.931 0.0 0.0 0.1
H 4.167 3.011 2.152 0.0 0.0 0.0
H 2.452 3.287 2.526 0.0 0.0 0.0
C 1.484 1.118 -3.701 0.1 -0.2 0.0
C 0.635 -0.013 -4.307 -0.1 0.0 0.3
C 1.040 -0.202 -5.781 0.1 -0.3 0.1
C -0.831 0.444 -4.250 0.1 -0.1 0.0
Si 0.878 -1.697 -3.406 0.0 0.0 0.1
Br 0.605 -0.576 -0.621 -0.1 -0.3 -1.3
C 2.653 -2.410 -3.235 -0.1 0.2 0.2
C 2.871 -3.407 -4.390 -0.3 0.1 -0.1
C 3.717 -1.307 -3.332 -0.2 0.0 -0.1
C 2.870 -3.141 -1.899 -0.2 0.0 0.0
C -0.609 -2.906 -3.291 0.1 0.1 0.3
C -0.250 -4.166 -2.489 0.1 0.1 -0.1
C -1.844 -2.282 -2.617 0.1 0.1 -0.1
C -0.978 -3.317 -4.730 0.3 0.2 -0.1
H 1.244 2.046 -4.223 0.0 0.0 0.0
H 2.551 0.944 -3.811 0.0 0.1 0.0
H 1.253 1.250 -2.643 0.0 0.1 0.0
H 0.884 0.740 -6.310 0.0 0.0 0.0
H 0.438 -0.966 -6.277 0.0 0.0 -0.1
H 2.092 -0.471 -5.887 0.0 0.0 0.0
H -0.910 1.423 -4.726 0.0 0.0 0.0
H -1.175 0.539 -3.219 -0.1 0.0 0.0
H -1.492 -0.232 -4.793 0.0 0.0 0.1
H 2.769 -2.930 -5.368 0.0 0.0 0.0
H 2.180 -4.249 -4.343 0.0 0.0 0.0
H 3.884 -3.808 -4.319 0.0 0.0 0.0
H 3.704 -0.807 -4.301 0.0 0.1 0.0
H 4.702 -1.764 -3.218 0.0 0.0 0.0
H 3.596 -0.566 -2.540 0.0 0.0 0.0
H 2.254 -4.032 -1.807 0.0 0.0 0.0
H 2.669 -2.490 -1.047 0.0 0.0 0.0
H 3.914 -3.455 -1.845 0.0 0.0 0.0
H 0.043 -3.921 -1.467 0.0 -0.1 0.0
H 0.540 -4.748 -2.963 0.0 0.0 0.1
H -1.133 -4.805 -2.434 0.0 0.0 0.0
H -1.619 -1.979 -1.594 -0.1 0.0 0.0
H -2.630 -3.038 -2.582 0.0 0.0 0.0
H -2.228 -1.423 -3.163 0.0 0.0 0.1
H -0.140 -3.784 -5.251 0.0 0.0 -0.1
H -1.323 -2.468 -5.323 0.0 0.0 0.0
H -1.791 -4.044 -4.688 0.0 0.0 0.0
N 0.067 2.471 0.832 0.2 -0.3 0.3
C -1.239 3.009 1.015 -0.3 0.1 0.0
C -1.537 3.749 2.153 0.1 -0.1 0.0
C -2.815 4.252 2.340 0.0 0.0 0.0
C -3.801 4.033 1.388 -0.1 0.0 0.0
C -3.501 3.300 0.248 0.0 -0.1 0.0
C -2.227 2.784 0.064 0.1 -0.1 0.0
H 0.258 2.327 -0.153 0.2 0.1 0.0
H 0.763 3.087 1.232 0.0 0.0 -0.2
H -0.764 3.936 2.891 0.0 0.0 0.0
H -3.033 4.830 3.228 0.0 0.0 0.0
H -4.790 4.448 1.523 0.0 0.0 0.0
H -4.259 3.132 -0.506 0.0 0.0 0.0
H -1.996 2.207 -0.827 0.0 0.0 0.0

=====

No. 2
104
Properties=species:S:1:pos:R:3:forces:R:3 method="wB97M-V/def2-TZVPD" e_homo_ev=-6.97 de_lowest_kcal_mol=28.9 total_charge=0
Ti 0.022 -0.135 -0.107 -1.7 -0.2 -1.6
C 1.235 -1.244 2.980 0.1 0.0 0.1
C 0.817 -0.792 1.638 0.0 -0.2 0.3
O 1.649 -0.248 0.865 1.1 -0.2 0.8
H 0.800 -0.535 3.694 0.0 0.0 0.0
H 2.320 -1.264 3.094 0.0 0.0 0.0
H 0.798 -2.216 3.207 0.0 0.0 0.0
C 1.792 3.929 -3.551 0.0 0.0 0.0
C 1.255 2.691 -2.826 0.0 -0.1 -0.1
C 0.197 2.003 -3.701 0.0 0.0 0.0
C 2.426 1.718 -2.618 0.0 0.0 0.0
Si 0.517 3.051 -1.122 -0.2 0.0 0.0
O -0.152 1.667 -0.549 0.4 0.3 -0.2
C -0.823 4.372 -1.096 -0.1 0.0 0.0
C -1.449 4.934 -2.209 -0.1 0.0 0.0
C -2.482 5.855 -2.070 0.0 0.0 0.0
C -2.917 6.226 -0.808 0.0 0.0 0.0
C -2.313 5.677 0.316 0.0 0.0 0.0
C -1.277 4.768 0.168 0.0 0.0 0.0
C 1.819 3.703 0.066 0.0 0.1 0.1
C 2.196 3.019 1.221 0.1 0.0 0.0
C 3.102 3.563 2.125 0.0 0.0 0.0
C 3.649 4.814 1.888 0.0 0.0 0.0
C 3.281 5.520 0.750 0.0 0.0 0.0
C 2.372 4.972 -0.142 0.0 0.0 0.1
H 2.244 3.627 -4.502 0.0 0.0 0.0
H 2.568 4.434 -2.974 0.0 0.0 0.0
H 1.014 4.659 -3.776 0.0 0.0 0.0
H 0.631 1.748 -4.674 0.0 0.0 0.0
H -0.670 2.643 -3.883 0.0 0.0 0.0
H -0.160 1.076 -3.246 0.0 0.0 0.0
H 2.824 1.405 -3.590 0.0 0.0 0.0
H 2.122 0.809 -2.090 0.0 0.0 0.0
H 3.238 2.182 -2.054 0.0 0.0 0.0
H -1.146 4.645 -3.207 0.0 0.0 0.0
H -2.950 6.278 -2.951 0.0 0.0 0.0
H -3.723 6.940 -0.698 0.0 0.0 0.0
H -2.647 5.961 1.307 0.0 0.0 0.0
H -0.811 4.356 1.058 0.0 0.0 0.0
H 1.790 2.036 1.418 0.0 0.0 0.0
H 3.380 3.009 3.013 0.0 0.0 0.0
H 4.355 5.242 2.589 0.0 0.0 0.0
H 3.696 6.503 0.564 0.0 0.0 0.0
H 2.069 5.558 -1.002 0.0 0.0 0.0
C -3.251 1.754 -1.327 0.0 0.0 0.0
C -3.832 0.443 -0.784 0.1 -0.1 -0.1
C -3.937 -0.560 -1.939 0.0 0.0 0.0
C -5.226 0.746 -0.232 -0.1 0.0 0.0
P -2.613 -0.222 0.476 0.0 -0.1 0.4
C -2.844 0.894 1.929 0.0 0.0 0.0
C -3.964 0.897 2.763 -0.1 0.0 0.0
C -4.040 1.737 3.863 0.0 0.0 0.0
C -3.001 2.612 4.151 0.0 0.0 0.0
C -1.893 2.647 3.319 -0.1 0.0 0.1
C -1.818 1.793 2.227 0.0 0.0 -0.1
C -3.188 -1.924 1.072 0.0 0.1 0.0
C -2.423 -2.181 2.378 -0.1 0.0 0.1
C -4.685 -2.109 1.331 0.0 -0.1 0.0
C -2.761 -2.988 0.053 0.0 0.0 0.0
H -3.976 2.198 -2.015 0.0 0.0 0.0
H -2.321 1.589 -1.867 0.1 0.0 0.0
H -3.053 2.479 -0.535 0.0 0.0 0.0
H -4.413 -0.068 -2.791 0.0 0.0 0.0
H -4.546 -1.426 -1.674 0.0 0.0 0.0
H -2.956 -0.918 -2.262 0.0 0.0 0.0
H -5.857 1.059 -1.069 0.0 0.0 0.0
H -5.200 1.570 0.481 0.0 0.0 0.0
H -5.705 -0.112 0.240 0.0 0.1 -0.1
H -4.803 0.247 2.556 0.1 0.1 0.1
H -4.918 1.710 4.496 0.0 0.0 0.0
H -3.060 3.265 5.012 0.0 0.0 0.0
H -1.085 3.342 3.513 0.0 0.0 0.0
H -0.959 1.862 1.571 0.0 -0.1 0.0
H -2.773 -1.541 3.189 0.0 0.0 0.0
H -2.576 -3.223 2.673 0.0 0.0 0.0
H -1.353 -2.019 2.248 0.0 0.0 0.0
H -5.091 -1.421 2.072 0.0 -0.2 -0.1
H -4.830 -3.120 1.722 0.0 0.0 0.0
H -5.271 -2.034 0.415 0.0 0.0 0.1
H -1.702 -2.917 -0.185 0.0 0.0 0.0
H -3.318 -2.924 -0.881 0.1 0.0 0.0
H -2.958 -3.973 0.486 0.0 0.0 0.0
C 2.238 -2.417 -2.410 0.0 0.0 0.0
C 0.957 -2.771 -1.630 -0.2 0.0 -0.1
C 1.399 -3.380 -0.295 0.0 0.0 0.0
C 0.128 -1.497 -1.441 0.3 0.3 0.3
C 0.109 -3.769 -2.434 0.0 0.0 0.1
C -0.455 -4.903 -1.856 0.0 0.0 0.0
C -1.264 -5.763 -2.589 0.0 0.0 0.0
C -1.528 -5.511 -3.924 0.0 0.0 0.0
C -0.974 -4.384 -4.518 0.0 0.0 0.0
C -0.171 -3.529 -3.781 -0.1 0.0 0.0
H 2.835 -1.722 -1.817 0.0 0.0 0.0
H 2.020 -1.930 -3.360 0.0 0.0 0.0
H 2.832 -3.313 -2.609 0.0 0.0 0.0
H 2.139 -2.731 0.175 0.0 0.0 0.0
H 1.867 -4.356 -0.446 0.0 0.0 0.0
H 0.562 -3.496 0.397 0.0 0.0 0.0
H -0.352 -1.246 -2.401 0.0 0.2 0.1
H -0.271 -5.130 -0.815 0.0 0.0 0.0
H -1.687 -6.637 -2.107 0.0 0.0 0.0
H -2.155 -6.182 -4.497 0.0 0.0 0.0
H -1.169 -4.168 -5.561 0.0 0.0 0.0
H 0.233 -2.650 -4.266 0.0 0.0 0.0